(1)
Computed, not measured: a structure of composition C37H37CrF6N2O10PS3Te at a distorted geometry, with ωB97M-V with the def2-TZVPD basis set.

Last column: Löwdin spin population.
Atoms and positions in Å:
Cr -0.389 0.548 0.044  0.983
O 0.470 0.818 2.002  0.007
C -0.541 0.978 3.018  0.000
C -1.888 0.395 2.401  0.000
O -2.642 -0.287 3.061  0.000
O -2.053 0.833 1.209  0.001
C -0.832 2.467 3.164  0.000
C 0.119 3.415 2.809  0.000
C -0.182 4.768 2.871  0.000
C -1.433 5.184 3.293  0.000
C -2.380 4.242 3.662  0.000
C -2.086 2.890 3.596  0.000
C -0.098 0.364 4.330  0.000
C -1.016 0.141 5.353  0.000
C -0.621 -0.493 6.518  0.000
C 0.694 -0.895 6.693  0.000
C 1.623 -0.632 5.702  0.000
C 1.232 -0.002 4.532  0.000
H 0.921 -0.033 2.175  0.000
H 1.092 3.087 2.468  0.000
H 0.562 5.505 2.596  0.000
H -1.675 6.240 3.317  0.000
H -3.357 4.554 4.005  0.000
H -2.847 2.164 3.848  0.000
H -2.046 0.432 5.224  0.000
H -1.354 -0.687 7.289  0.000
H 0.997 -1.401 7.600  0.000
H 2.657 -0.924 5.826  0.000
H 1.988 0.201 3.785  0.000
C -4.346 6.467 0.754  0.000
C -4.235 5.158 -0.044  0.000
C -4.757 4.015 0.825  0.000
C -5.134 5.263 -1.287  0.000
C -2.798 4.923 -0.496  0.001
C -2.150 5.943 -1.211  -0.001
C -0.880 5.781 -1.727  0.000
C -0.249 4.564 -1.530  -0.001
S 1.301 4.054 -2.133  0.008
C 1.061 2.517 -1.356  0.015
N -0.074 2.395 -0.695  -0.007
C -0.848 3.538 -0.792  -0.001
C -2.128 3.731 -0.268  -0.001
C 1.991 1.429 -1.341  -0.001
C 3.255 1.461 -1.940  0.001
C 4.109 0.401 -1.734  0.002
C 3.703 -0.659 -0.926  0.000
C 2.436 -0.687 -0.368  -0.003
C 1.509 0.332 -0.594  -0.027
H -5.353 6.553 1.164  0.000
H -4.165 7.342 0.128  0.000
H -3.633 6.480 1.578  0.000
H -5.779 4.231 1.139  0.000
H -4.139 3.890 1.712  0.000
H -4.766 3.073 0.277  0.000
H -6.162 5.459 -0.979  0.000
H -5.110 4.328 -1.848  0.000
H -4.811 6.071 -1.945  0.000
H -2.648 6.887 -1.385  0.000
H -0.386 6.571 -2.274  0.000
H -2.571 2.917 0.288  0.000
H 3.545 2.317 -2.539  0.000
H 5.095 0.395 -2.181  0.000
H 4.393 -1.471 -0.734  0.000
H 2.166 -1.530 0.251  0.000
F -2.288 -3.528 2.284  0.000
C -1.080 -3.289 2.772  0.000
F -0.544 -4.457 3.152  0.000
F -1.181 -2.537 3.857  0.000
S 0.030 -2.477 1.493  0.000
O -0.786 -1.451 0.863  0.001
O 1.104 -1.959 2.302  0.000
N 0.391 -3.714 0.596  0.000
S 0.088 -3.729 -0.981  0.000
O 0.352 -2.495 -1.640  0.000
O 0.618 -4.930 -1.543  0.000
C -1.762 -4.044 -1.074  0.000
F -2.067 -5.014 -0.196  0.000
F -2.088 -4.500 -2.289  0.000
F -2.541 -3.010 -0.813  0.000
C -2.587 3.248 -4.134  0.000
C -2.133 1.945 -3.506  0.000
O -3.061 1.592 -2.479  0.001
P -2.844 0.124 -1.780  0.004
O -1.340 0.006 -1.553  0.019
Te -4.555 0.009 -0.186  0.000
O -3.035 -0.905 -3.009  0.000
C -4.303 -1.405 -3.407  0.000
C -5.128 -0.359 -4.139  0.000
H -1.921 3.505 -4.957  0.000
H -2.564 4.044 -3.389  0.000
H -3.603 3.135 -4.511  0.000
H -1.133 2.044 -3.074  0.000
H -2.095 1.144 -4.252  0.000
H -4.858 -1.765 -2.534  0.000
H -4.080 -2.249 -4.063  0.000
H -5.430 0.417 -3.437  0.000
H -6.013 -0.822 -4.574  0.000
H -4.534 0.096 -4.932  0.000

Properties
Spin multiplicity ... 2
HOMO level (alpha / beta) ... -0.155 / -0.155 hartree
Frontier orbital gap (alpha / beta) ... 5.85 / 5.79 eV
Total charge ... -1
Calculated total energy ... -5741.895834 hartree



(2)
Computed, not measured: a structure of composition C37H37N3OsP2 at a distorted geometry, with ωB97M-V with the def2-TZVPD basis set.

Last column: Löwdin spin population.
Atoms and positions in Å:
Os 0.150 0.101 -2.174  1.362
C -1.399 -0.389 -0.884  0.026
C -2.017 -0.465 -2.166  0.037
C -2.908 0.597 -2.759  0.011
C -2.195 1.890 -3.217  0.014
C -0.720 1.944 -2.932  0.042
C -0.333 2.057 -1.564  0.069
C -1.370 2.092 -0.431  0.018
C -1.955 0.732 -0.033  0.013
C 1.812 -0.898 -2.701  0.198
H -1.172 -1.324 -0.367  0.005
H -2.314 -1.465 -2.474  0.004
H -3.750 0.821 -2.093  0.002
H -3.388 0.169 -3.654  0.000
H -2.364 2.009 -4.295  0.000
H -2.725 2.737 -2.761  0.002
H -0.080 2.397 -3.698  0.009
H 0.570 2.636 -1.354  0.001
H -2.193 2.801 -0.624  0.004
H -0.824 2.475 0.446  0.000
H -1.765 0.547 1.031  0.000
H -3.054 0.740 -0.127  0.002
H 1.937 -1.822 -2.123  0.021
H 2.691 -0.276 -2.454  0.016
H 1.854 -1.142 -3.770  0.035
P -0.105 -1.827 -8.248  0.266
P 1.632 0.565 -8.463  0.294
C -0.921 -0.299 -8.762  0.012
C -0.101 0.768 -8.950  0.018
C -0.648 -3.032 -9.495  0.045
C -1.740 -2.785 -10.326  0.014
C -2.046 -3.701 -11.334  0.003
C -1.265 -4.851 -11.487  0.009
C -0.217 -5.132 -10.600  -0.001
C 0.086 -4.223 -9.594  0.012
C -1.195 -2.326 -6.881  0.039
C -0.784 -1.559 -5.782  0.021
C -1.339 -1.804 -4.551  0.060
C -2.452 -2.652 -4.432  0.026
C -2.894 -3.378 -5.545  0.004
C -2.227 -3.272 -6.773  0.016
C 2.440 1.030 -10.115  0.046
C 2.251 0.128 -11.173  0.020
C 2.749 0.389 -12.450  -0.002
C 3.460 1.575 -12.683  0.028
C 3.662 2.484 -11.644  0.001
C 3.164 2.213 -10.362  0.024
C 1.901 2.073 -7.499  0.054
C 3.138 2.180 -6.834  0.016
C 3.418 3.341 -6.118  -0.002
C 2.481 4.386 -6.052  0.015
C 1.243 4.248 -6.691  0.002
C 0.950 3.092 -7.411  0.018
H -2.016 -0.273 -8.824  0.004
H -0.421 1.726 -9.372  0.005
H -2.339 -1.897 -10.186  0.001
H -2.894 -3.501 -11.983  0.000
H -1.485 -5.541 -12.296  0.000
H 0.364 -6.052 -10.693  0.000
H 0.888 -4.429 -8.885  0.002
H -0.018 -0.785 -5.886  0.000
H -0.811 -1.283 -3.723  0.049
H -2.996 -2.756 -3.491  0.002
H -3.758 -4.029 -5.428  0.000
H -2.525 -3.907 -7.613  0.001
H 1.681 -0.787 -11.007  0.000
H 2.593 -0.320 -13.264  -0.001
H 3.858 1.775 -13.678  0.001
H 4.212 3.413 -11.833  0.000
H 3.321 2.947 -9.575  0.001
H 3.868 1.374 -6.908  0.002
H 4.373 3.439 -5.608  0.000
H 2.701 5.294 -5.493  0.001
H 0.494 5.035 -6.645  0.000
H -0.002 3.000 -7.930  0.001
N 1.181 0.295 -0.376  0.303
C 1.185 0.213 0.803  0.030
N 1.459 0.355 2.032  0.306
C 0.668 0.067 3.046  0.029
N 0.023 -0.150 4.005  0.310

Properties
Spin multiplicity ... 5
HOMO level (alpha / beta) ... -0.478 / -0.495 hartree
Frontier orbital gap (alpha / beta) ... 6.61 / 4.19 eV
Total charge ... +2
Calculated total energy ... -2368.886972 hartree



(3)
Computed, not measured: a structure of composition C37H37N4O2OsTe at a distorted geometry, with ωB97M-V with the def2-TZVPD basis set.

Last column: Löwdin spin population.
Atoms and positions in Å:
Os 1.842 0.471 -1.551  0.026
O 5.250 1.712 -3.355  0.002
C 4.169 1.596 -2.830  0.001
N 3.492 0.446 -2.589  0.008
C 4.035 -0.825 -3.000  0.001
C 2.922 -1.813 -2.930  0.000
C 3.046 -3.129 -3.343  0.000
C 1.937 -3.951 -3.327  0.000
C 0.708 -3.440 -2.914  0.000
C 0.645 -2.134 -2.501  0.000
N 1.734 -1.342 -2.481  0.001
C 3.342 2.788 -2.417  0.000
C 3.799 4.078 -2.552  0.000
C 2.922 5.120 -2.285  0.000
C 1.612 4.833 -1.925  0.000
C 1.230 3.513 -1.798  0.002
N 2.086 2.505 -2.014  0.002
H 4.864 -1.138 -2.359  0.000
H 4.410 -0.762 -4.026  0.000
H 4.006 -3.487 -3.686  0.000
H 2.021 -4.980 -3.650  0.000
H -0.186 -4.045 -2.905  0.000
H -0.271 -1.683 -2.155  0.000
H 4.815 4.235 -2.885  0.000
H 3.251 6.147 -2.379  0.000
H 0.895 5.620 -1.746  0.000
H 0.225 3.220 -1.532  0.002
C -6.754 2.616 1.978  0.009
C -5.339 2.226 1.659  0.044
C -4.573 2.848 0.688  0.018
C -3.200 2.446 0.362  0.027
C -2.518 3.207 -0.719  0.006
C -2.575 1.395 0.998  0.093
Te -0.511 0.635 0.515  0.503
N 1.937 -0.100 0.125  0.014
C 3.214 -0.387 0.705  -0.001
O 4.039 -1.013 0.084  0.001
C 3.381 0.036 2.113  0.001
C 4.283 -0.666 2.909  0.000
C 4.470 -0.293 4.229  0.002
C 3.777 0.793 4.748  0.000
C 2.893 1.508 3.949  0.002
C 2.687 1.125 2.634  0.007
C -1.246 -1.336 0.269  0.038
C -0.689 -2.375 1.025  0.011
C 0.425 -2.200 2.025  0.016
C -1.178 -3.668 0.830  0.000
C -2.189 -3.951 -0.073  0.015
C -2.723 -5.345 -0.234  0.003
C -2.716 -2.897 -0.817  0.002
C -2.264 -1.593 -0.671  0.017
C -2.853 -0.532 -1.565  0.010
C -3.302 0.822 2.052  0.059
C -2.746 -0.190 2.972  0.013
C -4.694 1.224 2.341  -0.007
H -7.103 3.406 1.317  0.000
H -6.833 2.972 3.005  0.003
H -7.423 1.763 1.873  0.003
H -5.009 3.654 0.108  0.001
H -2.997 4.165 -0.914  0.000
H -2.530 2.625 -1.649  0.001
H -1.480 3.377 -0.445  0.003
H 4.826 -1.498 2.482  0.000
H 5.163 -0.842 4.852  0.000
H 3.932 1.089 5.777  0.000
H 2.371 2.365 4.352  0.000
H 2.005 1.686 2.007  0.007
H 0.499 -1.185 2.410  0.013
H 1.387 -2.441 1.568  0.000
H 0.289 -2.882 2.864  0.002
H -0.750 -4.474 1.415  0.000
H -2.011 -6.088 0.123  0.000
H -2.959 -5.562 -1.276  0.000
H -3.644 -5.467 0.338  0.001
H -3.505 -3.100 -1.533  0.000
H -3.603 -0.965 -2.224  0.000
H -2.086 -0.062 -2.188  0.005
H -3.334 0.264 -0.996  0.000
H -1.671 -0.073 3.095  0.005
H -2.925 -1.188 2.548  0.004
H -3.236 -0.154 3.944  0.002
H -5.208 0.724 3.154  -0.001

Properties
Spin multiplicity ... 2
HOMO level (alpha / beta) ... -0.497 / -0.494 hartree
Frontier orbital gap (alpha / beta) ... 6.94 / 4.27 eV
Total charge ... +2
Calculated total energy ... -2159.743902 hartree



(4)
Computed, not measured: a structure of composition C37H38Cl2O2P2Ti at a distorted geometry, with ωB97M-V with the def2-TZVPD basis set.

Last column: Löwdin spin population.
Atoms and positions in Å:
Ti 1.508 0.750 -1.422  0.882
C 2.651 2.175 -4.973  0.001
C 1.334 2.437 -5.006  0.007
C 0.440 2.054 -6.139  0.004
C 0.646 0.629 -6.704  0.002
C 1.073 -0.378 -5.669  0.007
C 2.318 -0.632 -5.264  0.003
C 3.509 -0.028 -5.945  0.000
C 3.452 1.510 -6.043  0.000
C -0.123 -1.401 -0.309  0.022
H 3.317 2.636 -4.242  0.000
H 0.889 3.242 -4.402  0.001
H 0.587 2.791 -6.956  0.000
H -0.606 2.158 -5.806  0.001
H -0.327 0.309 -7.107  0.000
H 1.350 0.673 -7.545  0.000
H 0.243 -1.000 -5.350  0.003
H 2.546 -1.486 -4.620  0.001
H 3.636 -0.423 -6.965  0.000
H 4.403 -0.319 -5.383  0.000
H 4.492 1.876 -5.939  0.000
H 3.084 1.827 -7.032  0.000
H 0.755 -0.712 -0.108  0.008
H -0.025 -2.235 0.399  0.001
H -1.098 -0.918 -0.105  0.000
P -0.254 1.974 -2.483  0.077
P -0.177 -2.055 -1.974  0.120
C -0.827 0.534 -3.307  0.302
C -0.711 -0.850 -3.194  0.205
C -1.408 3.361 -2.344  -0.003
C -2.084 3.888 -3.483  -0.003
C -2.985 4.943 -3.353  0.000
C -3.250 5.503 -2.098  -0.001
C -2.565 5.033 -0.967  0.000
C -1.651 3.989 -1.090  -0.001
C 1.654 2.559 -2.314  0.107
C 2.935 1.736 -2.322  0.029
C 4.136 2.345 -1.847  0.031
C 4.177 3.723 -1.759  -0.007
C 3.031 4.511 -1.953  0.027
C 1.778 3.946 -2.145  0.002
C -1.543 -3.258 -2.008  0.021
C -2.834 -2.747 -1.771  0.004
C -3.954 -3.570 -1.872  0.003
C -3.791 -4.918 -2.199  0.000
C -2.511 -5.453 -2.394  0.003
C -1.383 -4.623 -2.293  0.004
C 1.434 -2.904 -2.156  0.029
C 2.418 -3.035 -1.146  0.011
C 3.663 -3.582 -1.444  0.001
C 3.967 -3.996 -2.747  0.006
C 2.991 -3.891 -3.752  0.000
C 1.728 -3.389 -3.441  0.012
H -1.531 0.880 -4.067  0.015
H -1.261 -1.387 -3.991  0.009
H -1.904 3.445 -4.468  0.000
H -3.513 5.319 -4.235  0.000
H -3.998 6.286 -1.993  0.000
H -2.762 5.466 0.018  0.000
H -1.131 3.633 -0.194  0.000
H 2.993 0.884 -3.061  0.005
H 4.991 1.721 -1.568  0.003
H 5.119 4.221 -1.486  -0.001
H 3.114 5.589 -1.877  0.002
H 0.874 4.556 -2.131  0.001
H -2.949 -1.695 -1.507  0.001
H -4.944 -3.151 -1.684  0.000
H -4.671 -5.559 -2.282  0.000
H -2.392 -6.515 -2.613  0.000
H -0.387 -5.051 -2.421  0.000
H 2.221 -2.714 -0.120  0.001
H 4.400 -3.687 -0.644  0.000
H 4.953 -4.395 -2.970  0.000
H 3.223 -4.190 -4.774  0.000
H 0.969 -3.324 -4.224  0.003
Cl 1.346 1.292 3.534  0.000
C 0.344 1.979 2.239  0.002
Cl 0.365 3.783 2.119  0.004
C 0.876 1.520 0.882  0.023
O 0.037 1.533 -0.094  -0.001
O 2.044 1.079 0.630  0.009
H -0.706 1.653 2.329  0.000

Properties
Spin multiplicity ... 3
HOMO level (alpha / beta) ... -0.179 / -0.190 hartree
Frontier orbital gap (alpha / beta) ... 5.01 / 5.19 eV
Calculated total energy ... -4035.397355 hartree



(5)
Computed, not measured: a structure of composition C37H38F3N7O6S at a distorted geometry, with ωB97M-V with the def2-TZVPD basis set.

Last column: Löwdin charge in e.
Atoms and positions in Å:
O 0.315 0.882 0.330  0.236
C 1.438 0.699 0.250  -0.311
N 2.621 0.422 0.170  0.202
C 3.346 0.492 1.434  -0.306
O 3.443 1.805 1.983  -0.114
S 5.010 2.121 2.190  0.601
O 5.223 2.909 3.336  -0.184
O 5.521 2.511 0.925  -0.211
O 5.387 0.623 2.487  -0.178
C 4.730 -0.147 1.403  -0.220
C 4.790 -1.621 1.765  -0.077
C 5.922 -2.000 2.700  -0.179
O 5.465 -1.897 4.039  -0.097
C 6.292 -1.149 4.880  -0.101
C 5.508 -0.768 6.134  -0.547
F 5.680 -1.680 7.129  0.127
F 4.174 -0.722 5.879  0.124
F 5.901 0.438 6.599  0.134
H 2.781 -0.095 2.157  0.163
H 5.339 0.062 0.534  0.155
H 4.933 -2.170 0.839  0.132
H 3.844 -1.954 2.174  0.131
H 6.156 -3.044 2.509  0.130
H 6.833 -1.437 2.523  0.133
H 6.656 -0.235 4.419  0.128
H 7.162 -1.718 5.208  0.145
N 0.304 -3.514 -1.484  0.057
C -0.683 -4.373 -1.729  -0.148
C -2.030 -4.047 -1.642  -0.077
C -2.373 -2.755 -1.278  -0.086
C -1.357 -1.850 -1.012  -0.068
C -0.048 -2.281 -1.130  -0.158
H -0.374 -5.374 -2.010  0.104
H -2.788 -4.790 -1.855  0.099
H -3.412 -2.457 -1.201  0.109
H -1.569 -0.828 -0.728  0.094
H 0.771 -1.594 -0.945  0.081
N -5.595 -2.968 -4.614  0.067
C -6.036 -2.169 -5.585  -0.148
C -5.245 -1.229 -6.228  -0.075
C -3.921 -1.110 -5.840  -0.087
C -3.442 -1.930 -4.833  -0.061
C -4.318 -2.838 -4.258  -0.148
H -7.079 -2.291 -5.857  0.108
H -5.658 -0.607 -7.009  0.107
H -3.272 -0.385 -6.316  0.109
H -2.415 -1.871 -4.496  0.104
H -3.983 -3.497 -3.469  0.065
N 7.836 5.421 -1.533  0.052
C 7.385 6.343 -2.380  -0.163
C 6.049 6.694 -2.495  -0.080
C 5.129 6.048 -1.685  -0.081
C 5.578 5.084 -0.798  -0.071
C 6.938 4.811 -0.761  -0.151
H 8.138 6.823 -2.996  0.100
H 5.741 7.454 -3.200  0.098
H 4.076 6.293 -1.745  0.103
H 4.896 4.557 -0.152  0.081
H 7.330 4.066 -0.080  0.094
N -7.948 1.907 -4.074  0.055
C -6.857 1.171 -3.877  -0.158
C -5.567 1.637 -4.082  -0.079
C -5.401 2.941 -4.520  -0.081
C -6.526 3.721 -4.732  -0.076
C -7.771 3.158 -4.494  -0.157
H -7.033 0.156 -3.537  0.101
H -4.717 0.994 -3.904  0.093
H -4.411 3.343 -4.694  0.104
H -6.443 4.743 -5.074  0.100
H -8.677 3.735 -4.644  0.102
N 1.608 4.187 7.668  0.049
C 2.229 3.853 6.539  -0.154
C 2.956 2.683 6.378  -0.058
C 3.045 1.811 7.450  -0.074
C 2.407 2.145 8.633  -0.068
C 1.703 3.339 8.688  -0.161
H 2.139 4.565 5.725  0.103
H 3.442 2.465 5.436  0.087
H 3.600 0.898 7.368  0.072
H 2.451 1.494 9.496  0.100
H 1.186 3.636 9.594  0.100
N -6.188 -5.750 -1.157  0.051
C -6.431 -4.882 -2.139  -0.151
C -7.704 -4.569 -2.591  -0.068
C -8.784 -5.194 -1.991  -0.080
C -8.550 -6.101 -0.969  -0.078
C -7.238 -6.341 -0.591  -0.164
H -5.563 -4.423 -2.580  0.057
H -7.834 -3.857 -3.391  0.084
H -9.794 -4.979 -2.314  0.104
H -9.364 -6.612 -0.475  0.099
H -7.010 -7.041 0.205  0.100

Properties
Spin multiplicity ... 1
HOMO level ... -0.348 hartree
Frontier orbital gap ... 9.71 eV
Calculated total energy ... -2965.172912 hartree



Which value of calculated total energy does entry 2 give? -2368.886972 hartree



Among the records above, which one has the lowest spin multiplicity? C37H38F3N7O6S



What is the formula in the third record? C37H37N4O2OsTe



Look up the calculated total energy of the second one. -2368.886972 hartree